Entry 1:
The following is a quantum chemistry calculation of one molecule with the formula C4H8O at a distorted geometry, from OMol25.

Last column: Löwdin charge in e.
Element x y z (Å)
C -1.2543 -0.7303 0.5921  -0.02
C -0.1226 -0.0157 -0.0872  -0.51
O -0.7867 0.5730 -1.2943  -0.08
C 1.2646 -0.4530 -0.4132  -0.07
C 1.0272 0.7988 0.4052  -0.08
H -1.5772 -0.3344 1.5652  0.08
H -1.2022 -1.8280 0.6199  0.08
H -1.8601 -0.3522 -0.2864  0.09
H -1.1884 1.4306 -1.0706  0.10
H 1.7257 -1.3091 0.0784  0.11
H 1.5159 -0.3329 -1.4603  0.10
H 1.3209 0.8019 1.4531  0.10
H 1.1372 1.7514 -0.1018  0.10

The energy above the lowest of the compared OMol25 structures with the same formula, charge and spin is 195.5 kJ/mol. As for the molecular weight: 72.107 u. As for the HOMO energy: -0.3777 hartree. The orbital gap is 11.3329 eV. As for the SMILES: CC1(O)CC1.

Entry 2:
The following is a quantum chemistry calculation of one molecule with the formula C4H8O, from OMol25.

Last column: Löwdin charge in e.
Element x y z (Å)
C 1.7137 -0.3205 -0.0875  -0.05
C 0.3724 0.3872 -0.3351  -0.35
C -0.8172 -0.5438 -0.1368  -0.13
C -1.5089 0.6447 0.4768  -0.20
O -0.2602 1.3583 0.5697  -0.10
H 2.6122 0.2897 0.0211  0.07
H 1.6613 -1.0007 0.7885  0.08
H 1.9183 -1.0038 -0.9340  0.09
H 0.3799 0.9563 -1.2873  0.15
H -1.2748 -1.0571 -0.9751  0.11
H -0.5744 -1.2750 0.6617  0.12
H -1.9594 0.4823 1.4527  0.11
H -2.2627 1.0824 -0.2146  0.12

The energy above the lowest of the compared OMol25 structures with the same formula, charge and spin is 136.5 kJ/mol. As for the molecular weight: 72.107 u. As for the HOMO energy: -0.3530 hartree. The orbital gap is 10.7917 eV. As for the SMILES: C[C@H]1CCO1.

Entry 3:
The following is a quantum chemistry calculation of one molecule with the formula C4H8O at a distorted geometry, from OMol25.

Last column: Löwdin charge in e.
Element x y z (Å)
C -1.3376 -0.6843 -0.1394  -0.01
C -0.1255 0.2145 -0.1528  -0.53
C 1.2129 -0.6761 -0.1954  -0.02
C -0.0287 1.5165 0.5117  -0.10
O 0.0325 1.3882 -0.9078  -0.02
H -2.1697 -0.4567 0.5471  0.09
H -1.7206 -1.0170 -1.1112  0.09
H -0.6200 -1.4126 0.2402  0.05
H 2.0465 -0.0962 0.2031  0.07
H 1.4323 -0.9347 -1.2398  0.08
H 1.2453 -1.6471 0.3497  0.08
H -0.8783 2.1048 0.8655  0.12
H 0.9109 1.7007 1.0292  0.11

The energy above the lowest of the compared OMol25 structures with the same formula, charge and spin is 207.1 kJ/mol. As for the molecular weight: 72.107 u. As for the HOMO energy: -0.3729 hartree. The orbital gap is 11.1755 eV. As for the SMILES: CC1(C)CO1.

Entry 4:
The following is a quantum chemistry calculation of one molecule with the formula C4H8O, from OMol25.

Last column: Löwdin charge in e.
Element x y z (Å)
C -0.0362 0.7124 1.3290  -0.08
C 0.1957 -0.3619 0.2779  -0.31
C -0.9826 -0.6673 -0.6677  -0.17
O -0.2649 -0.1897 -1.8080  -0.12
C 0.9091 0.0585 -1.0187  -0.16
H 0.9052 1.0144 1.8019  0.08
H -0.7055 0.3602 2.1236  0.08
H -0.4909 1.6036 0.8807  0.08
H 0.6366 -1.2537 0.7346  0.13
H -1.8977 -0.0859 -0.4866  0.12
H -1.2430 -1.7298 -0.7652  0.12
H 1.7395 -0.5932 -1.3244  0.12
H 1.2319 1.1087 -1.0793  0.12

The energy above the lowest of the compared OMol25 structures with the same formula, charge and spin is 115.1 kJ/mol. As for the molecular weight: 72.107 u. As for the HOMO energy: -0.3523 hartree. The orbital gap is 10.7177 eV. As for the SMILES: CC1COC1.

Entry 5:
The following is a quantum chemistry calculation of one molecule with the formula C4H8O, from OMol25.

Last column: Löwdin charge in e.
Element x y z (Å)
C -1.7816 0.0258 0.2978  -0.12
C -0.4691 -0.0010 -0.4795  -0.27
C 0.7643 0.1267 0.4087  -0.19
C 2.0511 -0.1416 -0.3357  -0.27
O 2.1101 -0.6918 -1.4098  0.05
H -1.8992 0.9573 0.8639  0.07
H -1.8377 -0.8070 1.0088  0.07
H -2.6357 -0.0608 -0.3820  0.07
H -0.3871 -0.9303 -1.0523  0.11
H -0.4541 0.8104 -1.2176  0.12
H 0.8314 1.1151 0.8844  0.12
H 0.7255 -0.5943 1.2416  0.13
H 2.9821 0.1917 0.1716  0.12

The energy above the lowest of the compared OMol25 structures with the same formula, charge and spin is 27.0 kJ/mol. As for the molecular weight: 72.107 u. As for the HOMO energy: -0.3620 hartree. The orbital gap is 10.9082 eV. As for the SMILES: CCCC=O.

Entry 6:
The following is a quantum chemistry calculation of a 2-piece molecular cluster, C4H8O overall at a distorted geometry, from OMol25.

Last column: Löwdin charge in e.
Element x y z (Å)
C 1.6195 -0.6685 -1.0390  -0.10
C 2.4731 -0.4233 0.0149  -0.09
H 1.1149 -1.5961 -1.2432  0.04
H 1.5144 0.1919 -1.6971  0.04
H 2.5182 -1.1467 0.9528  0.08
H 3.3735 0.2408 -0.2083  0.07
C -2.5253 -0.0919 0.8674  0.01
C -1.8301 0.7264 0.0388  -0.21
O -0.8392 1.6020 0.6459  -0.11
H -2.6189 0.1580 1.8973  0.04
H -3.1244 -0.9455 0.5261  0.05
H -1.7319 0.5876 -1.0188  0.09
H 0.0562 1.3655 0.2632  0.08

The energy above the lowest of the compared OMol25 structures with the same formula, charge and spin is 299.0 kJ/mol. As for the molecular weight: 72.107 u. As for the HOMO energy: -0.3397 hartree. The orbital gap is 10.2192 eV. As for the SMILES: C=CO.C=C.

Entry 7:
The following is a quantum chemistry calculation of one molecule with the formula C4H8O at a distorted geometry, from OMol25.

Last column: Löwdin charge in e.
Element x y z (Å)
C -0.3026 2.3330 0.4401  -0.10
C 0.3696 -1.5137 0.2012  -0.26
O -0.4378 -1.7689 -0.9274  -0.08
C 0.6055 -0.0067 0.4107  -0.10
C -0.2291 0.9111 -0.0825  -0.16
H -1.3690 2.5531 0.4657  0.07
H 0.1333 2.5800 1.3927  0.06
H 0.1785 2.9504 -0.3355  0.07
H -0.1930 -1.9503 1.0274  0.12
H 1.3814 -1.9314 0.0533  0.11
H 0.0191 -1.7958 -1.7615  0.08
H 1.5006 0.1942 0.9929  0.10
H -0.9167 0.5916 -0.8459  0.10

The energy above the lowest of the compared OMol25 structures with the same formula, charge and spin is 127.7 kJ/mol. As for the molecular weight: 72.107 u. As for the HOMO energy: -0.3308 hartree. The orbital gap is 10.0217 eV. As for the SMILES: C/C=C/CO.

Entry 8:
The following is a quantum chemistry calculation of one molecule with the formula C4H8O at a distorted geometry, from OMol25.

Last column: Löwdin charge in e.
Element x y z (Å)
C 1.0490 -1.0503 -0.3508  -0.01
C 0.0066 0.0467 -0.2426  -0.53
C 0.0930 0.7789 1.1111  -0.02
C -1.2961 -0.0065 -0.9223  -0.10
O -0.3036 0.9338 -1.3092  -0.03
H 0.7488 -1.9760 -0.8570  0.08
H 2.0312 -0.7402 -0.7261  0.09
H 1.1461 -1.2436 0.7101  0.06
H -0.8778 1.1863 1.4051  0.08
H 0.8055 1.6078 1.0310  0.09
H 0.4398 0.1630 1.9561  0.08
H -1.5472 -0.7258 -1.7046  0.12
H -2.1479 0.3719 -0.3573  0.11

The energy above the lowest of the compared OMol25 structures with the same formula, charge and spin is 135.8 kJ/mol. As for the molecular weight: 72.107 u. As for the HOMO energy: -0.3729 hartree. The orbital gap is 11.1757 eV. As for the SMILES: CC1(C)CO1.

Entry 9:
The following is a quantum chemistry calculation of a 2-piece molecular cluster, C4H8O overall at a distorted geometry, from OMol25.

Last column: Löwdin charge in e.
Element x y z (Å)
C -1.2737 -0.5838 1.1017  -0.05
C 0.2945 0.3933 -0.7632  -0.47
O -0.8135 0.3904 -1.4943  0.10
C 1.4749 -0.4225 -0.4838  -0.08
C 1.2253 1.0409 -0.1412  0.00
H -1.0971 -1.0326 2.0730  0.03
H -1.2596 -1.3569 0.3246  0.04
H -2.2200 -0.0431 1.0453  0.03
H -1.0839 1.3149 -1.5756  0.13
H 1.5146 -1.1959 0.2927  0.09
H 2.0606 -0.6604 -1.3704  0.08
H -0.4723 0.1481 0.9857  0.00
H 1.6502 2.0076 0.0055  0.09

The energy above the lowest of the compared OMol25 structures with the same formula, charge and spin is 341.7 kJ/mol. As for the molecular weight: 72.107 u. As for the HOMO energy: -0.3182 hartree. The orbital gap is 9.3693 eV. As for the SMILES: OC1=CC1.C.

Entry 10:
The following is a quantum chemistry calculation of a 2-piece molecular cluster, C4H8O overall at a distorted geometry, from OMol25.

Last column: Löwdin charge in e.
Element x y z (Å)
C -1.7604 -0.0300 0.1733  -0.18
C -0.3980 0.3463 -0.3649  -0.30
C 0.7863 0.3269 0.5901  -0.20
C 1.8083 -0.3032 -0.3289  -0.19
O 1.5302 -1.2302 -1.0910  0.02
H -2.2229 0.6554 0.8993  0.06
H -1.6916 -1.0148 0.6491  0.06
H -2.4589 -0.1334 -0.6659  0.06
H 0.2171 -0.9537 -1.0382  0.20
H -0.4121 1.3481 -0.8640  0.10
H 1.1872 1.2582 1.0240  0.11
H 0.6024 -0.3587 1.4354  0.13
H 2.8125 0.0892 -0.4183  0.13

The energy above the lowest of the compared OMol25 structures with the same formula, charge and spin is 315.9 kJ/mol. As for the molecular weight: 72.107 u. As for the HOMO energy: -0.2969 hartree. The orbital gap is 8.4583 eV.

Entry 11:
The following is a quantum chemistry calculation of one molecule with the formula C4H8O at a distorted geometry, from OMol25.

Last column: Löwdin charge in e.
Element x y z (Å)
C 0.8182 0.7593 0.2404  -0.28
C 0.1442 -0.3430 -0.5061  -0.36
C -1.1958 -0.0004 -1.1612  -0.06
C 0.0053 -1.5831 0.4952  -0.03
O 0.3421 1.4889 1.0670  0.07
H 1.8963 0.8587 -0.0430  0.13
H 0.8233 -0.6615 -1.2915  0.12
H -1.1512 -0.0336 -2.2569  0.07
H -1.4228 1.0460 -0.9501  0.08
H -2.0008 -0.6953 -0.9559  0.07
H -1.0075 -1.9527 0.4578  0.06
H 0.1332 -1.1596 1.4922  0.07
H 0.7387 -2.3577 0.3221  0.07

The energy above the lowest of the compared OMol25 structures with the same formula, charge and spin is 75.2 kJ/mol. As for the molecular weight: 72.107 u. As for the HOMO energy: -0.3610 hartree. The orbital gap is 10.8616 eV. As for the SMILES: CC(C)C=O.

Entry 12:
The following is a quantum chemistry calculation of a 2-piece molecular cluster, C4H8O overall, from OMol25.

Last column: Löwdin charge in e.
Element x y z (Å)
C -1.6561 0.7656 0.4621  -0.05
C 0.0569 -1.0058 -0.8002  -0.01
C 1.1495 -0.8948 -0.0445  -0.15
C 1.9660 0.3374 -0.1542  -0.28
O 1.5919 1.3337 -0.7382  0.03
H -1.4315 1.7558 0.0628  0.04
H -2.1554 0.8099 1.4262  0.02
H -2.2798 0.2183 -0.2545  0.03
H -0.6887 -1.7841 -0.6619  0.08
H -0.1644 -0.2310 -1.5321  0.08
H -0.7116 0.2554 0.6214  -0.02
H 1.3993 -1.6245 0.7228  0.10
H 2.9498 0.3239 0.3528  0.11

The energy above the lowest of the compared OMol25 structures with the same formula, charge and spin is 157.3 kJ/mol. As for the molecular weight: 72.107 u. As for the HOMO energy: -0.3695 hartree. The orbital gap is 10.1576 eV. As for the SMILES: C=CC=O.C.

Entry 13:
The following is a quantum chemistry calculation of a 2-piece molecular cluster, C4H8O overall at a distorted geometry, from OMol25.

Last column: Löwdin charge in e.
Element x y z (Å)
C 1.3782 -0.5044 -0.5798  -0.01
C 0.3282 0.0252 0.0668  -0.38
O -1.0640 -0.4920 -1.5143  -0.09
C -0.2515 1.2840 0.5422  -0.08
C -0.4907 -0.0320 1.2857  -0.08
H 1.7422 -1.4984 -0.3374  0.07
H 2.0225 0.1458 -1.1622  0.07
H -0.0733 -0.7160 -1.5846  0.03
H -1.5133 -1.2879 -1.1969  0.06
H 0.4665 1.9961 0.9366  0.11
H -1.1131 1.7295 0.0529  0.11
H 0.0774 -0.2384 2.1882  0.10
H -1.5091 -0.4116 1.3028  0.10

The energy above the lowest of the compared OMol25 structures with the same formula, charge and spin is 299.7 kJ/mol. As for the molecular weight: 72.107 u. As for the HOMO energy: -0.3277 hartree. The orbital gap is 9.9309 eV. As for the SMILES: C=C1CC1.O.

Entry 14:
The following is a quantum chemistry calculation of one molecule with the formula C4H8O, from OMol25.

Last column: Löwdin charge in e.
Element x y z (Å)
C -1.7278 0.5560 0.0696  -0.11
C -0.5805 -0.4264 0.2922  -0.21
C 0.6714 -0.0843 -0.4944  -0.32
C 2.0185 -0.1126 0.0819  -0.13
O 1.5579 -1.1670 -0.7453  -0.05
H -2.6476 0.1832 0.5301  0.07
H -1.5193 1.5435 0.4941  0.07
H -1.9275 0.6850 -1.0001  0.07
H -0.9004 -1.4268 -0.0218  0.12
H -0.3445 -0.4904 1.3611  0.11
H 0.5229 0.5611 -1.3647  0.14
H 2.8080 0.5063 -0.3446  0.11
H 2.1473 -0.3655 1.1346  0.11

The energy above the lowest of the compared OMol25 structures with the same formula, charge and spin is 122.5 kJ/mol. As for the molecular weight: 72.107 u. As for the HOMO energy: -0.3744 hartree. The orbital gap is 11.3750 eV. As for the SMILES: CC[C@H]1CO1.

Entry 15:
The following is a quantum chemistry calculation of one molecule with the formula C4H8O at a distorted geometry, from OMol25.

Last column: Löwdin charge in e.
Element x y z (Å)
C 1.6452 0.2813 -0.4308  -0.09
C 0.8227 -0.3680 0.6369  -0.25
C -1.3974 -0.6149 -0.2750  -0.29
C -1.9282 0.5276 0.1419  0.00
H 2.3875 0.8881 0.0589  0.07
H 0.9558 0.9273 -1.0609  0.10
H 2.1603 -0.3597 -1.1358  0.07
H 0.4944 0.4008 1.3979  0.13
H 1.4743 -1.2091 1.0663  0.14
H -1.9742 -1.4146 -0.7776  0.13
H -1.5082 1.2923 0.7377  0.03
H -2.9157 0.7391 -0.3525  0.07
O -0.2164 -1.0902 -0.0071  -0.11

The energy above the lowest of the compared OMol25 structures with the same formula, charge and spin is 151.0 kJ/mol. As for the molecular weight: 72.107 u. As for the HOMO energy: -0.3177 hartree. The orbital gap is 9.7247 eV. As for the SMILES: C=COCC.

Entry 16:
The following is a quantum chemistry calculation of a 2-piece molecular cluster, C4H8O overall at a distorted geometry, from OMol25.

Last column: Löwdin charge in e.
Element x y z (Å)
C -0.9780 2.1356 0.0065  -0.07
C 0.3318 2.2320 0.2658  -0.09
H -1.7175 1.6575 0.6317  0.05
H -1.3498 2.7324 -0.8223  0.05
H 0.8324 1.5585 0.9493  0.04
H 0.8740 3.0939 -0.0956  0.05
O -0.8359 -1.7304 -1.5383  0.04
C 0.0192 -1.3913 -0.7679  -0.34
C 0.4930 -2.3275 0.2837  -0.06
H 0.5043 -0.3938 -0.7469  0.10
H 0.2895 -1.9480 1.2987  0.08
H -0.0475 -3.2713 0.2325  0.08
H 1.5845 -2.3475 0.3028  0.08

The energy above the lowest of the compared OMol25 structures with the same formula, charge and spin is 173.6 kJ/mol. As for the molecular weight: 72.107 u. As for the HOMO energy: -0.3571 hartree. The orbital gap is 10.7270 eV. As for the SMILES: CC=O.C=C.

Entry 17:
The following is a quantum chemistry calculation of one molecule with the formula C4H8O, from OMol25.

Last column: Löwdin charge in e.
Element x y z (Å)
C 0.5508 -1.6070 0.4229  -0.11
C 0.7598 -0.2576 -0.2613  -0.21
C -0.5458 0.4598 -0.5076  -0.33
C -0.9161 1.6875 0.1991  -0.12
O -0.4628 1.7262 -1.1448  -0.04
H 1.5028 -2.1290 0.5595  0.07
H 0.0820 -1.4908 1.4066  0.08
H -0.0984 -2.2533 -0.1797  0.07
H 1.2603 -0.4023 -1.2272  0.12
H 1.4168 0.3847 0.3379  0.11
H -1.3580 -0.1696 -0.8832  0.14
H -1.9653 1.9414 0.3479  0.11
H -0.2261 2.1100 0.9300  0.11

The energy above the lowest of the compared OMol25 structures with the same formula, charge and spin is 116.0 kJ/mol. As for the molecular weight: 72.107 u. As for the HOMO energy: -0.3755 hartree. The orbital gap is 11.3766 eV. As for the SMILES: CC[C@H]1CO1.

Number 1: E -6323.141 eV. Number 2: E -6323.753 eV. Number 3: E -6323.022 eV. Number 4: E -6323.975 eV. Number 5: E -6324.889 eV. Number 6: E -6322.069 eV. Number 7: E -6323.844 eV. Number 8: E -6323.761 eV. Number 9: E -6321.626 eV. Number 10: E -6321.894 eV. Number 11: E -6324.388 eV. Number 12: E -6323.538 eV. Number 13: E -6322.062 eV. Number 14: E -6323.898 eV. Number 15: E -6323.602 eV. Number 16: E -6323.369 eV. Number 17: E -6323.965 eV.